{
  "formula": "C5H13NO",
  "method": "the ωB97M-V functional and the def2-TZVPD basis",
  "species": ["C", "N", "C", "C", "C", "C", "H", "H", "H", "H", "H", "H", "H", "H", "H", "H", "H", "H", "H", "O"],
  "xyz": [[0.45141, 1.36034, -2.41112], [0.12016, 1.11185, -1.00005], [-0.12408, -0.37818, -0.75917], [-0.25085, -0.57860, 0.75425], [-1.69501, -0.34574, 1.16231], [-2.27303, -1.31583, 1.87946], [0.33971, 0.49667, -3.07644], [1.31550, 1.98653, -2.46371], [-0.49486, 1.94802, -2.86651], [-0.88668, 1.31489, -1.05344], [0.79002, -0.90399, -1.20974], [-1.04770, -0.85936, -1.15342], [0.42997, 0.03815, 1.41853], [0.09775, -1.62550, 0.91521], [-2.03788, 0.69462, 0.99384], [-1.63525, -2.13302, 2.15411], [-3.37132, -1.44382, 1.86077], [2.44563, 0.44696, 1.42526], [2.35877, -0.45095, 0.21575], [2.99235, 0.02809, 0.75667]],
  "atomic_forces_ev_per_a": [[-3.5695, 1.2860, -1.2637], [-2.7157, -2.1556, -0.7716], [2.5490, 0.4224, 0.3836], [0.9880, -0.2593, 0.8184], [1.3715, -0.1777, 1.0937], [-1.3737, 0.5782, -1.6753], [1.1187, -0.1924, 0.2848], [0.6694, -0.0558, -0.5825], [2.2940, -0.5176, 0.8254], [0.5448, 1.0124, 0.9039], [-1.2796, 0.3763, 0.7299], [0.5369, 0.6781, -0.5153], [-0.6107, -0.2839, -1.2554], [-0.7466, 0.4751, 0.3324], [-0.5028, -1.0263, -0.3236], [-0.1641, -0.5852, 0.0380], [0.6689, 0.3687, 1.0161], [0.0256, 0.1354, 0.0245], [0.0039, 0.0388, -0.0744], [0.1920, -0.1176, 0.0112]],
  "nbo_charge": [-0.4287, -0.6126, -0.2398, -0.4594, -0.1864, -0.3939, 0.1916, 0.2119, 0.1711, 0.3445, 0.1835, 0.1921, 0.2069, 0.2089, 0.2091, 0.1920, 0.2059, 0.4668, 0.4641, -0.9276],
  "homo_lumo_gap_ev": 10.651,
  "charge": 0,
  "fmax_ev_per_a": 4.0,
  "homo_energy_ev": -9.758,
  "smiles": "C=CCCNC.O",
  "total_energy_ev": -8930.7259
}